[1]
{"formula": "C19H19NO2", "method": "the ωB97M-V functional and the def2-TZVPD basis", "total_energy_ha": -940.7165, "de_lowest_kcal_mol": 0.00, "spin_multiplicity": 1, "homo_ha": -0.320, "mol_weight_g_mol": 293.366, "elements": ["C", "C", "C", "C", "C", "C", "C", "C", "C", "O", "N", "C", "C", "C", "C", "C", "C", "C", "C", "O", "C", "C", "H", "H", "H", "H", "H", "H", "H", "H", "H", "H", "H", "H", "H", "H", "H", "H", "H", "H", "H"], "coordinates": [[2.58428, -0.69163, -2.82871], [1.62293, -1.35261, -1.88892], [2.07694, -2.24244, -0.92398], [1.19623, -2.84713, -0.04655], [-0.16476, -2.57725, -0.10694], [-1.12123, -3.15112, 0.90248], [-1.32372, -2.18313, 2.09252], [-0.02215, -1.85492, 2.80980], [0.42994, -0.54895, 2.19124], [1.51017, -0.03367, 2.28619], [-0.66286, -0.00937, 1.53018], [-0.63208, 1.24227, 0.86115], [0.45502, 1.56777, 0.06137], [0.47460, 2.78024, -0.60047], [-0.58010, 3.67816, -0.48708], [-0.54078, 4.99848, -1.19423], [-1.66026, 3.33361, 0.31549], [-1.69170, 2.12844, 0.99198], [-1.76754, -0.84478, 1.52801], [-2.85669, -0.56387, 1.10562], [-0.62335, -1.71090, -1.09246], [0.25820, -1.10635, -1.96828], [2.87990, -1.38827, -3.61384], [2.13106, 0.17823, -3.29785], [3.48469, -0.38138, -2.30207], [3.13339, -2.45781, -0.85270], [1.57690, -3.54127, 0.68970], [-2.09349, -3.32162, 0.43623], [-0.74742, -4.10217, 1.28705], [-2.09188, -2.59175, 2.75214], [0.74969, -2.61463, 2.70421], [-0.18014, -1.68434, 3.87715], [1.27651, 0.87713, -0.03711], [1.32331, 3.03058, -1.22038], [-1.54545, 5.35409, -1.40976], [0.01654, 4.92414, -2.12510], [-0.04759, 5.74083, -0.56580], [-2.48956, 4.01857, 0.41660], [-2.53787, 1.87182, 1.60878], [-1.67984, -1.49783, -1.16865], [-0.11983, -0.42518, -2.71702]], "atomic_forces_ev_per_a": [[0.010, -0.072, -0.037], [-0.012, -0.016, 0.017], [-0.003, 0.080, -0.040], [-0.032, -0.037, -0.017], [-0.032, -0.247, -0.095], [-0.067, 0.132, 0.019], [-0.136, -0.254, 0.047], [0.019, -0.064, 0.035], [0.228, -0.277, 0.374], [0.090, 0.033, 0.010], [-0.118, 0.484, -0.121], [0.000, 0.292, -0.122], [-0.040, -0.069, 0.074], [-0.087, 0.014, 0.032], [-0.037, -0.042, -0.014], [0.039, 0.025, 0.071], [0.089, 0.001, -0.042], [0.058, -0.106, 0.075], [-0.051, -0.336, 0.338], [-0.172, -0.009, -0.145], [0.012, -0.085, -0.082], [0.048, -0.052, -0.003], [0.061, 0.032, -0.084], [0.024, 0.075, -0.057], [0.075, 0.058, -0.021], [0.121, -0.015, 0.010], [0.017, -0.066, 0.092], [0.021, -0.060, 0.035], [-0.048, 0.005, -0.001], [0.024, 0.138, -0.056], [0.036, 0.060, -0.001], [0.024, 0.039, -0.031], [0.050, -0.061, 0.006], [0.096, 0.029, -0.075], [-0.040, 0.065, -0.052], [0.014, 0.050, -0.079], [0.016, 0.104, -0.027], [-0.090, 0.067, -0.001], [-0.050, -0.034, 0.036], [-0.127, 0.029, 0.010], [-0.027, 0.090, -0.075]]}

***

[2]
{"formula": "C8H9O2", "method": "the ωB97M-V functional and the def2-TZVPD basis", "total_energy_ha": -460.5594, "de_lowest_kcal_mol": 133.96, "spin_multiplicity": 1, "homo_ha": -0.081, "total_charge": -1, "mol_weight_g_mol": 137.158, "elements": ["C", "C", "C", "C", "C", "C", "C", "C", "O", "O", "H", "H", "H", "H", "H", "H", "H", "H", "H"], "coordinates": [[3.32847, -0.82682, 0.62632], [2.39486, -0.20263, 0.07283], [-2.44268, -0.19212, 0.16995], [1.42203, 0.53151, -0.55701], [0.08007, 0.58850, 0.09768], [-1.13840, -0.60395, 0.03126], [-0.58875, 2.00556, -0.13620], [-0.50959, -1.93180, -0.32242], [-1.87466, -0.62310, 1.32488], [-3.49054, 0.21692, -0.31096], [4.17083, -0.77011, 1.16342], [1.43568, 0.59291, -1.61105], [0.17042, 0.68118, 1.22103], [-0.84223, 2.22417, -1.19354], [0.13596, 2.78432, 0.21083], [-1.44646, 2.29890, 0.37400], [-0.72419, -2.64657, 0.42617], [0.64553, -1.66979, -0.20722], [-0.72638, -2.45710, -1.37997]], "atomic_forces_ev_per_a": [[-3.752, 0.008, -2.314], [1.883, -0.201, 0.661], [-3.008, 0.255, -1.195], [-1.432, -1.243, 1.139], [-2.139, 2.066, 1.621], [5.048, 0.364, -1.050], [2.139, 0.318, -1.533], [2.114, 0.199, -2.315], [-1.665, 0.825, 0.251], [1.748, -0.701, 1.689], [2.649, 0.257, 1.748], [0.100, 0.247, -1.160], [0.343, -0.860, -0.889], [0.440, -0.242, 0.253], [-0.190, -0.698, -0.577], [-1.944, -0.378, 1.319], [-0.529, -0.792, 0.831], [-2.216, -1.044, -0.741], [0.410, 1.619, 2.260]]}

***

[3]
{"formula": "C3H12N4", "method": "the ωB97M-V functional and the def2-TZVPD basis", "total_energy_ha": -340.4985, "de_lowest_kcal_mol": 20.00, "spin_multiplicity": 1, "homo_ha": -0.321, "mol_weight_g_mol": 104.157, "elements": ["H", "N", "C", "N", "C", "H", "H", "H", "H", "H", "N", "C", "N", "H", "H", "H", "H", "H", "H"], "coordinates": [[-3.38061, -0.22786, 1.31074], [-3.00762, -0.13429, 0.36945], [-2.12751, 0.78831, 0.32368], [-1.80796, 1.40735, -0.84357], [-0.50125, 1.96520, -1.07964], [-1.53138, 1.17543, 1.15841], [-2.46942, 1.18634, -1.57207], [-0.54896, 2.68135, -1.89844], [-0.18833, 2.51573, -0.19517], [0.26200, 1.21669, -1.30068], [1.77200, -0.28837, 1.00548], [1.23119, -1.23678, 0.04158], [1.82679, -2.56818, -0.02255], [1.66638, -0.66657, 1.94015], [2.75544, -0.09945, 0.85762], [0.18323, -1.39130, 0.30151], [1.28605, -0.79254, -0.95128], [2.78691, -2.54035, -0.34188], [1.79305, -2.99070, 0.89668]], "atomic_forces_ev_per_a": [[0.465, -0.461, 0.079], [-0.617, 0.693, 0.101], [0.295, 0.002, -0.098], [-0.330, -0.329, 0.276], [-0.075, 0.267, -0.228], [-0.212, -0.054, 0.217], [0.444, -0.034, -0.367], [0.010, -0.044, -0.047], [0.087, -0.018, 0.116], [-0.021, -0.011, -0.035], [-0.173, 0.046, 0.085], [0.109, -0.314, 0.137], [-0.134, 0.202, -0.071], [0.078, 0.123, 0.019], [0.020, -0.072, -0.062], [-0.068, 0.167, -0.154], [-0.047, -0.018, -0.027], [0.028, 0.003, 0.113], [0.141, -0.146, -0.056]]}

***

[4]
{"formula": "C3H7NO2", "method": "the ωB97M-V functional and the def2-TZVPD basis", "total_energy_ha": -323.5252, "de_lowest_kcal_mol": 160.50, "spin_multiplicity": 1, "homo_ha": -0.267, "mol_weight_g_mol": 89.094, "elements": ["C", "C", "C", "N", "O", "O", "H", "H", "H", "H", "H", "H", "H"], "coordinates": [[-1.60455, -0.42328, -0.34412], [-2.50927, 0.41050, 0.47330], [2.92293, -0.16955, -0.46106], [0.95511, 0.70736, 0.79360], [-0.41310, -0.48101, -0.22507], [1.89632, -0.12407, 0.78265], [-2.18648, -1.14625, -1.07915], [-2.81133, -0.42362, 1.28231], [-2.03370, 1.34615, 0.89224], [-3.40755, 0.75364, -0.12095], [2.35447, 0.59556, -1.03768], [2.95784, -1.21612, -0.83300], [3.87932, 0.17069, -0.12307]], "atomic_forces_ev_per_a": [[-0.926, -1.036, -1.197], [-1.113, 0.095, 1.152], [-2.705, 0.683, 0.235], [2.010, -0.505, -0.275], [-0.388, -0.616, -0.821], [0.247, 0.066, 0.383], [1.085, 1.001, 0.998], [0.257, 2.260, -1.356], [-0.292, -1.448, -0.069], [0.787, -0.767, 0.745], [0.934, -0.825, -0.382], [-0.298, 0.893, 0.202], [0.403, 0.200, 0.385]]}

***

no.,gap between HOMO and LUMO (eV)
1,9.528
2,5.879
3,9.690
4,8.164